Record 1
Computed, not measured: an isolated molecule of C7H8 in a non-equilibrium geometry, with ωB97M-V/def2-TZVPD.

The geometry in XYZ format:
```
15
Properties=species:S:1:pos:R:3:forces:R:3
C -0.40390 -1.89917 -0.10896 -0.1 -0.3 0.0
C 0.42713 0.34794 -0.72966 -0.1 0.0 -0.2
C -0.29687 -0.44392 0.32656 0.0 -0.2 0.0
C 1.53732 0.98484 -0.54299 -0.1 -0.6 -0.8
C -1.62543 0.16562 0.55207 -0.4 0.1 0.1
C 2.43816 1.85288 -0.21010 -0.4 -0.8 0.7
C -2.71286 0.65049 0.74093 0.4 -0.2 -0.1
H 0.25318 -0.37476 1.27611 0.0 0.0 -0.3
H 3.49223 1.74077 -0.46980 -0.3 0.3 0.8
H -0.00487 0.44061 -1.71508 -0.6 0.2 0.0
H 1.84095 2.20046 0.66164 1.5 1.8 -0.3
H -0.96331 -2.49387 0.61476 0.0 0.0 -0.1
H 0.60672 -2.30309 -0.22090 -0.2 0.0 0.0
H -0.90902 -1.94745 -1.07946 0.0 -0.1 0.2
H -3.67943 1.07865 0.90488 0.2 -0.1 0.0
```
Forces are in eV/Å.

Results
2S+1: 1
Largest force on an atom (eV/Å): 2.4
ΔE to the lowest compared entry with this formula, charge and spin (kJ/mol): 457.5
Orbital gap (eV): 9.85
Energy (eV): -7384.0054
Net charge: 0

---

Record 2
Computed, not measured: a cluster of 5 separate species, C22H27F3O2S2 in total in a non-equilibrium geometry, with ωB97M-V/def2-TZVPD.

The geometry in XYZ format:
```
56
Properties=species:S:1:pos:R:3:forces:R:3
S 1.70790 -1.67560 5.90849 0.6 -1.0 1.2
S -3.02908 2.15405 1.56183 0.7 -0.3 0.5
F 0.94151 1.52278 -1.49663 -0.1 0.0 0.5
F -5.29179 0.46178 -5.41477 -0.2 -0.5 0.3
F 1.01441 -2.79025 -1.65418 -0.6 -0.1 0.2
O 1.25262 -0.48948 5.15740 0.0 0.3 -0.6
O -3.53212 0.78243 1.26771 0.1 0.0 0.0
C 3.77029 2.33325 -3.54844 1.3 -1.3 -1.4
C -2.76270 2.26510 3.37682 0.0 0.3 -1.0
C -3.59840 0.38502 -2.19992 -0.5 -0.6 0.9
C 1.55028 -1.74450 0.34494 0.5 -0.8 -0.3
C 2.80623 2.42370 -2.56033 0.9 0.2 -0.3
C -4.63534 0.33049 -3.11755 -0.5 -0.7 -0.1
C -1.14068 -1.51540 1.02131 1.0 0.1 -1.1
C -1.22250 2.25920 1.15195 -0.7 -0.4 0.0
C 0.57275 -2.25446 -0.48195 0.1 1.2 -0.2
C 3.01522 0.07722 -4.01618 1.0 -0.9 -1.3
C -3.02461 0.51763 -4.89043 0.2 -0.1 0.8
C -1.96002 0.59514 -3.94526 -1.6 -0.8 -1.7
C -0.76706 -2.02486 -0.23729 0.2 -1.2 0.4
C 1.96493 1.37710 -2.35555 -0.6 -1.8 -0.7
C 1.50497 -3.12077 4.82632 0.1 1.1 0.1
C -4.33516 0.38609 -4.46523 0.9 1.0 0.2
C 1.19160 -1.18851 1.55418 0.7 0.5 0.9
C -0.15180 -1.08255 1.90931 -0.1 -0.7 -1.6
C 3.54969 -1.61317 5.88662 -0.5 -0.4 -1.7
C 2.05259 0.14487 -3.04712 -0.4 2.0 1.0
C -2.27597 0.49878 -2.60169 0.2 0.2 -0.5
C 3.90036 1.11958 -4.29459 -1.3 1.5 1.2
H 1.96791 -2.77056 3.90226 -0.2 -0.6 -0.2
H 4.54028 1.02904 -5.14873 0.5 0.1 -0.1
H -3.71562 2.26043 3.88481 -0.3 -0.2 0.0
H 2.79750 3.27271 -1.92620 -0.4 0.7 0.4
H 3.12459 -0.81652 -4.65059 -0.2 0.3 0.5
H -1.44705 -2.42324 -0.97749 -0.4 0.3 0.1
H -1.46467 0.46506 -1.91354 0.3 0.1 0.7
H -0.45342 -0.62452 2.79842 -0.2 0.5 1.4
H -5.64162 0.06111 -2.79803 0.1 0.5 0.0
H -0.60756 1.52206 1.71684 -0.6 0.4 -0.6
H 4.48876 3.15183 -3.76093 -0.7 -0.5 0.3
H 3.83555 -1.65140 4.80743 -0.1 -0.2 0.7
H 1.32235 -0.60470 -2.80250 0.0 -0.4 -0.2
H 0.43992 -3.26735 4.73370 -0.3 0.1 -0.3
H 3.75435 -0.59727 6.17179 0.3 0.2 0.7
H -2.18449 -1.38803 1.20910 -0.4 0.2 0.3
H -2.34943 3.27428 3.48464 0.4 -0.4 0.4
H -0.96432 0.55461 -4.37265 0.1 0.3 0.5
H 1.99074 -0.82946 2.24369 -0.8 -0.2 -0.6
H -2.13615 1.42494 3.69053 0.1 0.4 0.1
H -0.97655 3.26888 1.44712 0.3 0.3 0.1
H -3.86974 0.22009 -1.13808 0.5 0.3 -0.7
H 2.56399 -1.89608 -0.02346 0.0 0.3 0.5
H -2.93131 0.47905 -5.96177 0.6 0.2 -0.2
H -1.13870 2.18425 0.05098 0.1 -0.2 0.7
H 1.92311 -4.02163 5.24671 0.5 -0.1 0.1
H 4.06347 -2.41221 6.44615 -0.4 0.5 0.0
```
Forces are in eV/Å.

Results
2S+1: 1
Largest force on an atom (eV/Å): 2.5
ΔE to the lowest compared entry with this formula, charge and spin (kJ/mol): 56.9
Orbital gap (eV): 9.57
Energy (eV): -57167.3630
Net charge: 0

---

Record 3
Computed, not measured: a structure of composition C37H31BrNO4P2Pd in a non-equilibrium geometry, with ωB97M-V/def2-TZVPD.

The geometry in XYZ format:
```
77
Properties=species:S:1:pos:R:3:forces:R:3
Pd 0.26241 -0.62800 -1.48422 0.4 0.8 0.1
Br -3.20737 0.28287 -2.07193 0.0 -0.1 -0.2
P -1.14109 1.61609 0.46814 -0.4 1.1 0.3
P -1.26907 -1.26042 1.16784 -0.1 0.3 1.0
O 1.83444 -1.55107 -2.47842 -0.8 -0.1 0.9
O 2.19336 0.29423 -1.41064 -1.5 -0.2 -0.2
O -1.15173 -1.58149 -0.35789 0.7 -0.3 -1.4
O -0.46243 1.06240 -0.81769 0.0 -0.1 0.1
N -0.93636 -1.00737 -3.17156 0.5 -0.2 0.1
C 2.33511 2.71941 2.17844 0.0 0.1 0.0
C 0.55708 3.32104 3.69952 0.1 0.1 0.0
C -3.38215 3.20664 0.79997 -0.1 -0.1 -0.2
C 2.85842 -0.94298 3.04399 -0.1 0.0 0.0
C 2.71513 -1.47740 1.77313 0.0 0.0 0.0
C 1.45002 -1.58511 1.20960 0.0 0.0 0.1
C 6.80457 -0.98180 -2.92112 -0.2 -0.1 0.2
C -2.95541 4.56091 -1.62846 0.0 0.1 0.2
C -2.53855 -4.18030 3.62294 -0.1 0.0 0.0
C 5.95105 -2.04633 -3.21392 0.0 -0.1 -0.1
C -3.86541 -4.32108 3.22655 0.0 0.0 0.0
C 0.33049 -1.12480 1.91329 0.3 -0.2 -0.1
C 4.94848 0.30096 -2.09405 0.1 0.1 0.2
C -2.20473 -0.61261 -3.37719 -0.3 0.3 0.6
C -0.37716 2.82335 2.81124 -0.1 -0.1 -0.1
C 1.91180 3.28361 3.37491 0.0 0.0 0.0
C -2.26107 -2.44895 1.98608 -0.2 -0.3 -0.3
C 1.73982 -0.51699 3.76268 0.0 0.0 -0.1
C -2.28189 2.89899 -0.00123 0.2 0.2 -1.0
C -0.86905 -1.95868 -5.35574 -0.1 0.0 0.0
C -0.28256 -1.67532 -4.14534 0.0 -0.1 0.1
C -2.84225 -0.85607 -4.58264 0.2 -0.1 -0.1
C -4.04415 4.87411 -0.82560 -0.2 -0.3 0.7
C -3.59644 -2.60653 1.57107 0.1 0.0 0.0
C -4.39212 -3.54001 2.19916 -0.1 0.0 0.0
C -2.16824 -1.53542 -5.58214 -0.1 0.0 -0.1
C 4.59697 -1.93137 -2.98549 0.1 -0.2 0.0
C -2.06054 3.59124 -1.21866 0.0 -0.5 0.7
C 2.69155 -0.65723 -2.09670 1.3 -0.3 -0.4
C 6.30010 0.17584 -2.33349 0.0 0.1 0.0
C -2.09091 0.33774 1.30603 -0.1 -0.3 -0.2
C 1.40758 2.21797 1.27766 -0.1 -0.1 0.2
C -1.72503 -3.25081 3.00215 0.1 -0.1 -0.2
C 0.47740 -0.60675 3.20072 0.0 0.1 0.0
C 4.09132 -0.76295 -2.40465 -0.3 0.1 0.0
C 0.05069 2.25914 1.60404 0.5 -0.1 -0.1
C -4.26994 4.18219 0.38048 0.1 0.5 -0.6
H -2.65884 -1.73249 -6.52700 0.0 0.0 0.0
H 1.32727 -2.13516 0.28095 0.0 0.0 -0.1
H -2.79522 5.08885 -2.55863 0.0 0.0 0.0
H 0.23298 3.75708 4.63509 0.0 0.0 0.0
H 6.96331 0.97923 -2.04845 0.1 0.1 -0.2
H 2.63459 3.72564 4.04806 0.0 -0.1 0.0
H -0.38685 -0.28615 3.77292 0.0 0.0 0.0
H -5.13737 4.41531 0.98433 0.1 0.1 0.0
H 1.85522 -0.12380 4.76437 0.0 0.0 0.0
H -3.05692 0.24623 0.80438 -0.1 0.0 0.1
H -3.85645 -0.51035 -4.71823 0.0 0.0 0.0
H -4.71008 5.67795 -1.11145 -0.1 -0.1 0.0
H -2.25735 0.58246 2.35735 0.1 0.1 0.0
H -0.30962 -2.50222 -6.10396 0.1 0.0 0.0
H -4.49431 -5.05287 3.71673 0.0 0.0 0.0
H -5.42100 -3.66722 1.89143 0.0 0.0 0.0
H 3.58191 -1.84271 1.23759 0.0 0.0 0.0
H 1.73095 1.79606 0.33613 0.0 0.0 0.0
H 6.34065 -2.96937 -3.61829 0.1 0.1 -0.1
H -1.19654 3.35530 -1.82806 0.0 0.0 0.0
H -2.13778 -4.79936 4.41400 0.0 0.0 0.0
H 7.85912 -1.05608 -3.14928 0.0 0.0 0.1
H 0.72557 -1.98714 -3.93225 -0.1 0.0 -0.2
H -1.43295 2.88932 3.05552 0.0 0.0 0.0
H 3.84028 -0.88203 3.49553 0.0 0.0 0.0
H 3.93233 -2.73997 -3.25916 0.0 0.0 0.1
H -3.56477 2.68843 1.73429 0.0 0.0 0.0
H 3.39061 2.68458 1.94215 0.0 0.1 0.0
H -3.99717 -2.02248 0.74948 0.0 0.0 0.0
H -0.68755 -3.15853 3.29560 0.0 0.0 0.0
H 4.55387 1.22061 -1.68201 0.0 0.0 0.1
```
Forces are in eV/Å.

Results
2S+1: 1
Largest force on an atom (eV/Å): 1.6
ΔE to the lowest compared entry with this formula, charge and spin (kJ/mol): 203.6
Orbital gap (alpha / beta) (eV): 3.62 / 3.62
Energy (eV): -140625.2462
Net charge: +3